Density functional theory data (the ωB97M-V functional and the def2-TZVPD basis) for C3H5ClN2 as an isolated structure.

CARTESIAN COORDINATES (ANGSTROEM)
C 0.621 -0.234 -0.003
C -0.073 0.926 0.038
C -2.303 -0.073 0.151
H -0.006 -1.156 -0.147
H 0.609 1.868 -0.027
H -2.042 2.021 0.054
H -3.509 -0.061 0.547
H -2.443 -2.151 0.395
N -1.534 1.048 -0.155
N -1.713 -1.277 -0.192
Cl 2.391 -0.155 0.029

Output
spin multiplicity: 1
molar mass: 104.54 g/mol
energy above the lowest of the compared OMol25 structures with the same formula, charge and spin: 3.0564 eV
E_tot: -18691.055 eV